# 1
The following is a DFT calculation (wB97M-V/def2-TZVPD) of an isolated ion of composition C8H12N3O3S and charge +1.

XYZ file:
```
27
Properties=species:S:1:pos:R:3:forces:R:3
C -1.5823 0.5759 0.9882 2.46 -2.05 -2.25
C 1.3278 -2.1045 0.7820 -1.70 2.97 -0.42
C 1.0266 2.4230 -1.1572 2.78 2.04 0.92
C 1.3767 1.0604 -0.8668 2.83 -3.37 -1.82
C -0.3220 -0.8928 -0.7141 -1.43 -0.65 -2.48
C -1.4255 -1.4207 -1.7302 0.66 -1.22 -0.11
C -0.9494 2.1569 3.0669 -1.39 0.42 2.41
C 0.4705 0.0225 -1.5751 3.03 0.63 0.36
N -0.9796 -0.0672 0.2307 -2.19 1.19 2.07
N 0.2614 -2.0093 -0.0991 -0.65 -3.25 -0.03
N 1.7484 -3.4827 0.7870 2.29 -0.56 -0.16
O 1.8522 -1.1207 1.2666 0.01 -1.75 -0.22
O 1.0626 -4.3187 1.2608 -0.88 0.02 0.46
O 0.8109 1.8149 0.1128 -1.13 0.73 1.48
S -2.3084 1.4519 2.1038 -1.92 1.64 1.02
H 1.7715 3.2247 -1.1127 0.18 -0.51 0.04
H 0.2269 2.7890 -1.7114 -1.86 -0.24 -0.92
H 2.4653 0.6599 -0.7298 -1.92 1.27 -0.01
H -2.0591 -2.1735 -1.3166 -0.66 -0.31 0.91
H -1.0297 -1.9633 -2.6012 0.92 0.25 0.47
H -2.0360 -0.7077 -2.2284 -0.43 1.23 0.30
H -0.3216 2.9168 2.6485 -0.21 0.49 -0.73
H -0.3522 1.2909 3.2573 0.51 -0.25 0.87
H -1.5489 2.5796 4.0285 1.67 -1.18 -2.21
H -0.2007 0.6782 -2.0056 -1.90 0.83 -1.24
H 1.0015 -0.4811 -2.4157 -0.28 0.11 0.90
H -0.2869 -2.9024 -0.2691 1.19 1.52 0.38
```
Positions in Å, forces in eV/Å.

Values from the calculation:
Multiplicity = 1
E_LUMO (alpha / beta) = -0.158 / -0.158 Eh
Kohn-Sham gap (alpha / beta) = 0.3094 / 0.3093 Eh
Total charge = +1



# 2
The following is a DFT calculation (wB97M-V/def2-TZVPD) of one molecule with the formula C5H5NOS.

XYZ file:
```
13
Properties=species:S:1:pos:R:3:forces:R:3
S -2.9810 -0.9125 -0.9802 3.33 -0.15 1.60
C -1.3894 -1.1321 -0.3795 -2.91 -2.06 -4.12
C -0.6772 -0.6388 0.7734 0.88 -1.65 3.59
C 0.4165 0.3203 0.3746 1.91 0.19 -0.96
C 0.0712 1.6323 -0.1525 7.66 -2.30 -1.78
N 1.2455 2.1055 -0.7727 -1.88 -0.54 2.14
O 2.3259 1.1814 -0.4859 -1.80 0.81 -0.61
C 1.8330 0.1229 0.1054 -4.31 -1.61 0.55
H -0.7474 -1.9400 -0.9994 -1.30 2.08 1.28
H -1.2365 -0.1991 1.6590 0.02 -0.38 -1.52
H -0.3602 -1.7172 1.2058 0.20 2.49 -0.55
H -0.8094 2.1000 -0.4243 -1.66 0.91 0.01
H 2.3091 -0.9228 0.0765 -0.14 2.22 0.37
```
Positions in Å, forces in eV/Å.

Values from the calculation:
Multiplicity = 1
SMILES = S=CCc1cnoc1
E_LUMO = -0.026 Eh
Kohn-Sham gap = 0.3045 Eh



# 3
The following is a DFT calculation (wB97M-V/def2-TZVPD) of C4H11N2SSr as an isolated structure.

XYZ file:
```
19
Properties=species:S:1:pos:R:3:forces:R:3
C -1.4856 2.2743 -0.7415 0.16 0.44 0.46
Sr 0.0262 0.3706 -0.9770 -1.07 1.87 -2.88
N 1.1188 -1.4799 -2.1936 0.95 -0.74 0.14
H -0.2055 1.1495 -3.1120 0.73 0.06 -0.66
H 2.0765 -1.1031 -2.1847 -0.65 -0.74 -0.29
H -1.8781 -0.0942 -2.3016 -0.10 -0.78 0.26
H -1.8631 2.6605 -1.6968 0.11 -0.01 0.64
H -0.5882 2.7870 -0.2977 -0.85 0.22 -0.06
H -2.1924 1.8142 -0.0295 0.12 0.61 -0.13
H 0.9704 -2.2683 -1.5584 0.37 0.21 -0.75
H 0.7295 -1.5923 -3.1235 0.09 0.06 0.27
S -0.4110 -1.2736 3.4607 0.77 0.03 0.97
C 1.1672 -0.5673 3.1440 -0.18 -0.02 0.12
C 1.2547 -0.1059 1.8754 -2.27 -0.90 -0.38
N 0.0634 -0.3516 1.1849 0.10 -0.76 1.70
C -0.9207 -0.9333 1.8783 1.50 0.80 -0.76
H 1.9512 -0.5106 3.8627 0.11 -0.11 0.62
H 2.0934 0.3898 1.3579 -0.55 -0.34 0.49
H -1.9066 -1.1658 1.4525 0.65 0.11 0.27
```
Positions in Å, forces in eV/Å.

Values from the calculation:
Multiplicity = 1
E_LUMO (alpha / beta) = 0.082 / 0.080 Eh
Kohn-Sham gap (alpha / beta) = 0.1354 / 0.0998 Eh
Total charge = -1



# 4
The following is a DFT calculation (wB97M-V/def2-TZVPD) of C25H33Cl2N9O6P2Ti as an isolated structure.

XYZ file:
```
78
Properties=species:S:1:pos:R:3:forces:R:3
Ti 0.0262 -0.8334 0.3498 0.15 -1.11 -0.75
Cl -4.6768 -2.4832 0.9191 0.00 0.00 -0.01
C -3.5109 -2.1968 2.1612 0.07 0.06 -0.12
C -3.8193 -2.5543 3.4828 0.08 0.01 0.13
C -2.9412 -2.3203 4.5050 -0.06 0.00 -0.15
Cl -3.3613 -2.7753 6.1262 -0.02 -0.02 0.09
C -1.6936 -1.7031 4.2491 -0.06 0.02 -0.03
C -0.7220 -1.3787 5.2172 0.07 0.04 -0.05
C 0.4427 -0.7642 4.8345 -0.08 -0.05 0.06
C 0.6541 -0.4809 3.4782 -0.02 -0.09 -0.11
N -0.2362 -0.7695 2.5568 0.19 0.01 -0.12
C -1.4019 -1.3693 2.9110 -0.04 0.02 0.14
C -2.2993 -1.6153 1.8247 -0.18 0.04 0.23
O -1.9422 -1.2591 0.6306 0.10 0.19 -0.13
H -4.7731 -3.0225 3.6820 0.00 0.00 0.03
H -0.9106 -1.6228 6.2537 0.02 0.00 0.01
H 1.2052 -0.5082 5.5566 -0.01 -0.01 0.02
H 1.5701 -0.0233 3.1245 -0.01 -0.04 -0.01
C 2.6430 0.1885 -2.7744 -0.01 -0.04 -0.01
N 2.3844 1.3136 -1.8732 0.00 0.06 0.17
C 1.5699 2.3669 -2.4689 0.01 0.01 -0.02
P 2.6242 1.1429 -0.2755 0.05 -0.20 -0.02
O 1.6564 0.4451 0.6231 -0.46 -0.01 0.14
O 2.6850 2.6679 0.2205 0.15 0.19 -0.11
P 1.6344 3.5674 1.0643 0.23 0.10 0.11
O 0.2184 3.1998 0.9815 -0.17 -0.06 -0.04
N 1.9620 5.0315 0.3623 0.02 -0.12 0.09
C 3.2885 5.4750 -0.0342 0.00 -0.01 -0.05
C 1.0822 6.1237 0.7639 -0.01 0.00 0.02
N 2.1856 3.5054 2.6186 -0.07 0.02 -0.14
C 3.6001 3.6237 2.9187 0.03 0.03 0.00
C 1.3811 2.9386 3.6876 0.00 -0.01 0.06
N 4.0837 0.4508 -0.0899 -0.08 0.12 -0.03
C 4.2920 -0.7380 0.7309 -0.03 -0.01 0.00
C 5.2590 0.9539 -0.7782 0.00 0.03 -0.04
H 3.3175 0.5128 -3.5712 0.01 -0.01 0.00
H 1.7097 -0.1636 -3.2138 0.00 0.01 0.00
H 3.0830 -0.6430 -2.2291 0.01 -0.01 -0.03
H 2.0556 2.7027 -3.3883 0.00 0.00 0.01
H 1.4760 3.2164 -1.7971 -0.03 0.00 0.00
H 0.5752 1.9875 -2.7055 0.01 0.01 -0.01
H 3.8821 4.6357 -0.3876 0.00 0.00 0.01
H 3.8209 5.9746 0.7839 -0.01 0.01 0.00
H 3.1892 6.1908 -0.8529 0.01 -0.01 0.00
H 0.1002 5.7295 1.0152 -0.01 0.02 0.00
H 0.9739 6.8198 -0.0695 0.00 0.00 0.00
H 1.4810 6.6734 1.6243 0.00 -0.01 0.01
H 4.1464 4.0247 2.0672 0.00 0.00 0.00
H 4.0340 2.6484 3.1670 -0.01 -0.01 -0.01
H 3.7540 4.2941 3.7680 0.00 -0.01 0.00
H 0.3642 2.7841 3.3381 0.00 -0.01 0.01
H 1.3690 3.6157 4.5456 -0.01 0.01 0.00
H 1.7911 1.9786 4.0196 0.00 0.07 -0.01
H 3.3368 -1.1498 1.0472 0.01 -0.01 0.01
H 4.9097 -0.5035 1.6025 -0.01 -0.01 0.01
H 4.8040 -1.4962 0.1341 0.00 0.00 0.01
H 4.9900 1.7906 -1.4214 0.01 0.01 0.01
H 5.7005 0.1719 -1.4016 -0.01 -0.01 0.00
H 6.0134 1.2905 -0.0620 0.00 0.00 0.00
O 1.0286 -2.3677 0.6854 0.05 0.39 0.11
N 1.1799 -1.9933 -0.6757 0.17 0.04 0.12
C -0.0529 -2.4082 -1.2797 -0.15 0.78 0.40
C -0.7555 -3.5600 -0.8415 -0.06 -0.18 -0.06
N -1.3603 -4.4752 -0.4859 -0.01 0.01 0.02
C -0.2810 -1.9065 -2.5803 -0.02 -0.34 -0.32
N -0.4603 -1.4937 -3.6459 -0.03 0.13 0.07
O -0.5734 0.6307 -1.0464 0.24 0.08 0.23
N -1.8340 1.0130 -1.1455 -0.12 -0.08 -0.03
C -2.5200 0.6929 -2.2576 0.10 -0.07 0.20
C -3.8382 1.0729 -2.3724 -0.07 0.01 0.00
C -4.4474 1.7742 -1.3426 0.02 -0.04 -0.06
C -3.7065 2.0939 -0.2168 0.03 0.00 0.02
C -2.3881 1.7042 -0.1358 0.03 0.03 -0.05
H -1.9596 0.1076 -2.9758 -0.03 0.02 -0.04
H -4.3786 0.7976 -3.2661 -0.01 0.00 0.00
H -5.4859 2.0643 -1.4169 -0.01 0.00 0.00
H -4.1375 2.6413 0.6085 0.00 0.00 0.00
H -1.7124 1.9386 0.6755 -0.03 0.00 -0.02
```
Positions in Å, forces in eV/Å.

Values from the calculation:
Multiplicity = 1
E_LUMO = -0.005 Eh
Kohn-Sham gap = 0.2357 Eh



# 5
The following is a DFT calculation (wB97M-V/def2-TZVPD) of one molecule with the formula C27H27N3O5.

XYZ file:
```
62
Properties=species:S:1:pos:R:3:forces:R:3
C -7.8297 -2.2661 -1.3714 -0.05 -0.22 -0.10
O -7.4044 -1.0382 -0.8351 0.26 0.32 0.16
C -6.0791 -0.8568 -0.6023 -0.03 0.10 0.03
C -5.0851 -1.7868 -0.8602 -0.40 -0.03 -0.05
C -3.7569 -1.5086 -0.5784 0.25 0.33 0.17
C -3.3951 -0.2849 -0.0338 -0.58 -0.32 -0.20
C -2.0097 0.0674 0.2848 0.55 0.36 0.15
C -0.9996 -0.9131 0.4069 0.46 0.16 0.09
C 0.2895 -0.5396 0.7157 -0.53 0.43 -0.17
C 1.2765 -1.5965 0.7879 0.01 -1.09 0.06
N 1.0208 -2.8731 0.8398 -1.13 1.03 0.08
N 2.1964 -3.5189 0.8452 1.48 -0.51 -0.08
C 3.1235 -2.6190 0.7985 -0.15 -0.48 -0.05
C 4.5982 -2.8078 0.7671 0.04 0.24 0.51
O 5.1697 -2.0719 -0.3078 -0.09 -0.36 -0.30
C 5.4329 -0.7685 -0.0852 0.34 0.25 -0.12
O 5.2661 -0.2376 0.9794 -0.04 0.01 0.13
C 5.9678 -0.1204 -1.3355 -0.05 0.10 -0.15
C 5.0105 0.9360 -1.9068 -0.04 -0.14 0.28
C 3.5711 0.4492 -2.0924 0.08 0.07 -0.19
C 2.7427 1.7334 -2.2361 -0.13 -0.03 -0.05
C 3.6041 2.8630 -1.6389 0.04 0.11 0.05
C 4.8244 2.1715 -1.0275 -0.02 0.10 -0.19
O 2.6094 -1.3747 0.7617 -0.08 0.13 0.04
C 0.5879 0.8354 0.9380 -0.54 0.11 -0.10
C 1.8398 1.3522 1.3207 0.34 0.22 0.12
C 2.0079 2.6972 1.5168 0.10 -0.29 0.02
C 0.9412 3.5892 1.3341 -0.25 0.08 -0.06
C -0.2909 3.1217 0.9752 0.21 0.13 0.06
C -0.5047 1.7394 0.7814 0.65 -0.20 0.13
N -1.7457 1.3447 0.4613 -0.55 -0.23 -0.16
C -4.3943 0.6640 0.2161 -0.15 -0.02 0.01
C -5.7197 0.3984 -0.0543 -0.13 -0.09 -0.06
O -6.7515 1.2581 0.1653 0.06 -0.41 -0.15
C -6.4546 2.5234 0.7022 0.06 0.21 0.09
H -7.3966 -2.4458 -2.3611 0.00 0.00 0.05
H -7.5823 -3.1029 -0.7098 0.01 0.04 -0.03
H -8.9119 -2.1873 -1.4620 0.08 -0.05 -0.01
H -5.3346 -2.7448 -1.2876 -0.08 -0.07 -0.04
H -3.0140 -2.2546 -0.8107 0.09 -0.08 -0.01
H -1.2122 -1.9600 0.2724 -0.05 -0.09 -0.03
H 5.0321 -2.4595 1.7144 -0.05 -0.16 -0.20
H 4.8254 -3.8602 0.5999 -0.09 0.15 0.03
H 6.9148 0.3630 -1.0869 0.03 -0.09 0.03
H 6.1425 -0.9026 -2.0747 0.08 0.06 0.03
H 5.4090 1.2500 -2.8777 0.01 -0.01 0.03
H 3.4614 -0.2161 -2.9483 -0.02 -0.11 0.02
H 3.2573 -0.0906 -1.1995 -0.02 -0.07 0.04
H 1.7905 1.6435 -1.7139 -0.07 0.00 -0.04
H 2.5250 1.9344 -3.2850 -0.07 0.00 0.00
H 3.0529 3.4397 -0.8982 0.01 0.09 -0.04
H 3.9227 3.5467 -2.4267 -0.01 0.06 0.01
H 5.7042 2.8140 -1.0193 0.08 0.01 0.08
H 4.6150 1.8591 -0.0052 0.03 -0.01 0.06
H 2.6780 0.6914 1.4711 0.07 0.01 0.01
H 2.9725 3.0766 1.8198 0.10 0.00 0.01
H 1.1010 4.6466 1.4871 -0.02 0.08 0.01
H -1.1330 3.7819 0.8390 -0.09 0.05 -0.02
H -4.0821 1.6078 0.6302 -0.06 0.11 0.03
H -7.4110 3.0370 0.7876 0.09 0.00 0.01
H -5.7926 3.0946 0.0433 -0.01 -0.02 0.03
H -5.9961 2.4428 1.6932 0.00 0.00 -0.04
```
Positions in Å, forces in eV/Å.

Values from the calculation:
Multiplicity = 1
SMILES = COc1ccc(-c2cc(-c3nnc(COC(=O)CC4CCCC4)o3)c3ccccc3n2)cc1OC
E_LUMO = -0.017 Eh
Kohn-Sham gap = 0.2712 Eh



How do the records compare in max |F|? In the order shown, they have 4.8; 8.2; 3.6; 1.4; 1.6 eV/Å.
How do the records compare in energy relative to the best compared isomer or geometry (same formula, charge and spin)? In the order shown, they have 120.3; 105.5; 1.6; 28.4; 52.1 kcal per mole.